Record 1
{
  "formula": "C2H5FS",
  "method": "ωB97M-V with the def2-TZVPD basis set",
  "spin_multiplicity": 1,
  "charge": 0,
  "gap_ev": 10.56,
  "total_energy_ha": -577.1945,
  "smiles": "C=CF.S",
  "homo_energy_ev": -9.743,
  "symbols": ["C", "C", "F", "H", "H", "H", "S", "H", "H"],
  "coordinates": [[0.1642, 1.4507, -0.7586], [-0.8513, 0.6557, -0.3486], [-2.1170, 0.9500, -0.4932], [1.1979, 1.1646, -0.6969], [-0.0508, 2.4482, -0.9984], [-0.5715, -0.4578, -0.1485], [1.0114, -2.2467, 0.6345], [-0.2493, -2.0800, 1.0128], [1.4663, -1.8849, 1.7970]],
  "forces_ev_per_a": [[-1.728, -1.191, 1.360], [4.089, -2.054, -1.287], [-1.105, 0.363, 0.293], [0.015, -0.387, 0.114], [-0.214, 1.298, -0.573], [-1.225, 2.282, -0.051], [0.034, -0.563, -1.067], [-0.274, -0.090, 0.175], [0.406, 0.343, 1.035]]
}



Record 2
{
  "formula": "C3H9N2O2",
  "method": "ωB97M-V with the def2-TZVPD basis set",
  "spin_multiplicity": 1,
  "charge": 1,
  "gap_ev": 10.96,
  "total_energy_ha": -379.4410,
  "homo_energy_ev": -14.287,
  "symbols": ["C", "C", "N", "C", "N", "H", "H", "H", "H", "H", "H", "H", "O", "H", "H", "O"],
  "coordinates": [[-1.5672, -0.0269, 2.0172], [-2.5413, 0.2989, 1.0686], [-1.9230, 0.6682, -0.1620], [-0.6020, 0.4802, 0.0229], [-0.3341, 0.1562, 1.3282], [-1.7102, -0.3283, 3.1011], [-3.6949, 0.3689, 1.2023], [-2.4986, 0.8283, -0.9492], [0.1554, 0.8544, -0.6899], [0.5852, -0.2283, 1.7152], [3.7613, -1.4421, 0.6852], [3.1011, -2.1213, -0.6365], [2.8782, -1.5719, 0.2560], [1.2324, 0.7316, -3.8193], [2.0163, 0.5978, -2.3400], [1.1416, 0.7343, -2.7998]],
  "forces_ev_per_a": [[-0.914, 0.686, -1.570], [-1.062, 0.207, 1.032], [0.880, -1.964, 4.443], [0.781, 1.363, 0.421], [-0.727, -1.217, -0.257], [0.534, 0.444, -1.799], [2.517, -0.243, -0.343], [0.141, 0.429, -1.261], [-0.482, -0.856, 0.292], [-1.554, 1.052, -1.159], [-1.043, -0.268, -0.644], [-0.717, 1.960, 3.354], [1.636, -1.581, -2.673], [0.320, -0.047, 2.774], [-1.148, 0.197, -1.476], [0.839, -0.161, -1.135]]
}



Record 3
{
  "formula": "C21H20ClN3O3",
  "method": "ωB97M-V with the def2-TZVPD basis set",
  "spin_multiplicity": 1,
  "charge": 0,
  "gap_ev": 8.67,
  "total_energy_ha": -1662.4608,
  "smiles": "O=C(Cn1nc(-c2ccc(Cl)cc2)c2ccccc2c1=O)NC[C@H]1CCCO1",
  "homo_energy_ev": -8.641,
  "symbols": ["O", "C", "C", "N", "N", "C", "C", "C", "C", "C", "Cl", "C", "C", "C", "C", "C", "C", "C", "C", "C", "O", "N", "C", "C", "C", "C", "C", "O", "H", "H", "H", "H", "H", "H", "H", "H", "H", "H", "H", "H", "H", "H", "H", "H", "H", "H", "H", "H"],
  "coordinates": [[2.7736, -0.6213, -2.4351], [2.7761, -1.2648, -1.4092], [1.8538, -2.4751, -1.2064], [0.4791, -2.0272, -1.2977], [0.1185, -1.1544, -0.3623], [-1.0493, -0.5991, -0.3833], [-1.3286, 0.3577, 0.7011], [-1.1363, -0.0201, 2.0267], [-1.3803, 0.8686, 3.0565], [-1.8143, 2.1513, 2.7589], [-2.1154, 3.2703, 4.0404], [-2.0002, 2.5498, 1.4437], [-1.7569, 1.6527, 0.4201], [-2.0218, -0.9091, -1.4029], [-3.3223, -0.3903, -1.4337], [-4.1865, -0.7486, -2.4432], [-3.7859, -1.6341, -3.4425], [-2.5217, -2.1769, -3.4136], [-1.6344, -1.8279, -2.3943], [-0.3053, -2.4421, -2.3610], [0.1002, -3.2703, -3.1532], [3.5756, -0.9995, -0.3590], [4.4442, 0.1508, -0.3098], [3.9231, 1.1917, 0.6931], [2.6099, 1.8558, 0.2631], [1.9182, 2.0954, 1.6011], [2.3430, 0.8461, 2.3660], [3.6691, 0.5632, 1.9487], [2.0018, -3.1866, -2.0238], [2.0232, -2.9563, -0.2410], [-0.8026, -1.0225, 2.2456], [-1.2355, 0.5727, 4.0833], [-2.3263, 3.5544, 1.2250], [-1.8755, 1.9685, -0.6057], [-3.6455, 0.2820, -0.6535], [-5.1872, -0.3424, -2.4596], [-4.4737, -1.9007, -4.2305], [-2.1855, -2.8796, -4.1605], [3.4396, -1.4673, 0.5238], [4.4828, 0.5840, -1.3107], [5.4441, -0.1733, -0.0077], [4.7081, 1.9470, 0.8460], [2.7821, 2.7658, -0.3056], [2.0225, 1.1640, -0.3419], [0.8389, 2.1836, 1.5184], [2.3189, 2.9879, 2.0833], [2.3518, 0.9754, 3.4501], [1.6819, 0.0063, 2.1084]],
  "forces_ev_per_a": [[-0.162, 0.156, -0.332], [-0.131, -0.476, 0.274], [0.183, 0.087, -0.226], [-0.117, -0.404, -0.472], [-0.278, 0.728, 0.669], [0.511, -0.301, -0.103], [-0.012, 0.165, 0.250], [-0.097, 0.056, -0.167], [-0.012, 0.144, 0.051], [0.056, -0.155, -0.185], [-0.035, 0.116, 0.133], [-0.020, 0.061, 0.114], [0.082, -0.137, 0.090], [0.003, -0.420, -0.499], [0.039, 0.019, 0.056], [-0.015, 0.039, 0.036], [0.055, -0.035, -0.014], [0.108, -0.037, 0.032], [-0.339, 0.313, 0.117], [0.170, -0.126, 0.093], [-0.122, -0.028, -0.199], [0.236, 0.040, 0.394], [0.089, 0.307, 0.272], [0.153, 0.099, -0.528], [0.104, -0.098, 0.220], [0.162, -0.184, 0.038], [-0.416, 0.084, 0.154], [0.248, -0.156, -0.085], [0.066, 0.135, 0.218], [-0.057, -0.004, -0.066], [0.046, -0.106, 0.018], [0.004, -0.006, 0.112], [-0.017, 0.101, 0.012], [-0.037, 0.031, -0.098], [-0.047, 0.033, 0.017], [-0.070, 0.035, 0.014], [-0.044, -0.031, -0.067], [0.019, -0.056, -0.063], [-0.138, -0.067, -0.151], [0.084, -0.034, 0.091], [-0.032, 0.063, -0.089], [-0.091, -0.082, -0.054], [0.016, 0.020, -0.081], [-0.024, -0.015, -0.068], [-0.094, 0.043, 0.022], [-0.037, 0.044, 0.047], [-0.049, -0.020, -0.038], [0.059, 0.059, 0.038]]
}



Record 4
{
  "formula": "C7H9OPS",
  "method": "ωB97M-V with the def2-TZVPD basis set",
  "spin_multiplicity": 1,
  "charge": 0,
  "gap_ev": 8.56,
  "total_energy_ha": -1086.9044,
  "smiles": "C[P@](O)(=S)c1ccccc1",
  "homo_energy_ev": -8.044,
  "symbols": ["C", "P", "O", "S", "C", "C", "C", "C", "C", "C", "H", "H", "H", "H", "H", "H", "H", "H", "H"],
  "coordinates": [[0.8021, 2.4417, -0.6869], [1.5430, 0.8665, 0.0178], [1.8814, 0.9903, 1.5360], [3.2641, 0.0315, -1.2850], [0.0813, -0.2370, -0.1062], [0.3522, -1.4819, 0.3072], [-0.7185, -2.3922, 0.5721], [-1.9745, -1.9083, 0.3107], [-2.2375, -0.6354, -0.1288], [-1.2078, 0.2660, -0.3933], [0.3516, 2.1578, -1.6242], [-0.0794, 2.6984, -0.1157], [1.4666, 3.1997, -0.9320], [2.8188, 0.9347, 1.6856], [1.3893, -1.7185, 0.4822], [-0.4837, -3.4043, 1.0084], [-2.7563, -2.5858, 0.5116], [-3.2786, -0.4344, -0.3005], [-1.2138, 1.2112, -0.8589]],
  "forces_ev_per_a": [[-0.681, -2.378, 0.706], [1.201, -0.908, -5.858], [-0.564, 0.373, 1.159], [-2.960, 1.665, 2.663], [0.444, 2.689, -0.051], [-0.886, -2.691, 1.231], [2.291, 0.350, -0.052], [0.587, -1.069, 0.790], [-0.074, 1.139, -0.952], [0.832, -2.396, 0.775], [0.235, -0.518, -0.605], [0.236, 0.670, 0.666], [1.302, 1.480, 0.191], [0.903, -0.080, 0.177], [0.132, -0.437, 0.107], [-0.563, 1.203, -0.728], [-1.173, -0.431, 0.089], [-0.211, 0.527, -0.194], [-1.049, 0.811, -0.112]]
}



Record 5
{
  "formula": "C5H7F3N2O4S",
  "method": "ωB97M-V with the def2-TZVPD basis set",
  "spin_multiplicity": 1,
  "charge": 0,
  "gap_ev": [9.00, 9.00],
  "total_energy_ha": -1302.8147,
  "homo_energy_ev": [-10.055, -10.056],
  "symbols": ["C", "C", "C", "C", "C", "N", "N", "O", "O", "O", "O", "F", "F", "F", "S", "H", "H", "H", "H", "H", "H", "H"],
  "coordinates": [[-0.0110, 0.8942, -1.1027], [0.8296, 2.0740, -1.1808], [2.2107, 1.4895, -0.6202], [1.8317, 0.0887, -0.0674], [-1.6288, -2.3964, 1.3320], [-3.1016, -1.0311, -0.2638], [0.7138, -0.2702, -0.8932], [-1.2584, 0.8198, -1.1983], [-1.4694, 0.1769, 1.3052], [1.6170, 0.1394, 1.3648], [-0.0559, -1.3890, -0.7820], [-1.7112, -3.5915, 0.7747], [-0.4298, -2.3437, 2.0064], [-2.6000, -2.2523, 2.2941], [-1.7451, -0.8255, 0.2846], [0.8442, 2.4694, -2.1597], [0.4914, 2.9249, -0.4572], [3.0082, 1.3604, -1.3167], [2.5543, 2.2428, 0.0281], [2.5103, -0.6519, -0.1661], [-3.3644, -0.3132, -0.9788], [0.7643, 0.3846, 1.7969]],
  "forces_ev_per_a": [[-3.164, -1.508, -0.894], [1.513, 0.970, 2.816], [-1.625, -0.422, -1.290], [-1.694, 2.548, 2.718], [0.927, 0.242, 2.292], [-0.825, 0.477, -2.308], [-2.014, 1.375, -0.276], [1.935, 0.238, -0.131], [0.979, -0.496, -0.802], [-0.009, -0.282, 0.030], [-0.863, 1.420, 1.601], [-0.310, 0.868, -0.241], [-1.205, 0.005, -0.917], [0.887, -0.410, -1.349], [1.105, -0.826, 1.531], [0.131, 0.390, -1.118], [0.226, -1.680, -1.365], [0.217, -0.015, -1.085], [0.553, 0.111, 1.626], [2.662, -2.021, -0.296], [0.134, -0.802, 0.925], [0.439, -0.179, -1.465]]
}



Record 6
{
  "formula": "C4H3NO3",
  "method": "ωB97M-V with the def2-TZVPD basis set",
  "spin_multiplicity": 1,
  "charge": 0,
  "gap_ev": 8.95,
  "total_energy_ha": -434.5679,
  "homo_energy_ev": -9.900,
  "symbols": ["C", "C", "C", "C", "H", "H", "H", "N", "O", "O", "O"],
  "coordinates": [[0.4411, 1.5824, -0.4378], [-0.0940, 0.3124, -0.2948], [-1.4829, -1.3265, 0.0172], [-0.2023, -1.6419, 0.4454], [1.9911, 2.3062, 0.5624], [-2.3509, -2.0136, 0.1654], [0.6354, -2.6853, 0.5802], [-1.4501, -0.0160, -0.4201], [1.4177, 1.5393, 0.6828], [0.3523, 2.6316, -1.3029], [0.7426, -0.6886, 0.0023]],
  "forces_ev_per_a": [[3.923, 8.526, -2.370], [-5.511, -2.856, -2.420], [1.487, -0.453, 1.414], [4.477, -4.486, -1.876], [0.004, 0.305, 0.007], [0.707, 1.218, -0.379], [-3.743, 3.000, -0.010], [3.811, 0.410, 0.745], [-1.814, 1.237, -2.859], [0.246, -7.096, 5.836], [-3.589, 0.196, 1.913]]
}